# 1
This record from the OMol25 dataset describes C31H35F9GaGe2N4O6S2 as an isolated structure. The level of theory is ωB97M-V/def2-TZVPD.

## Properties
Charge: +1
2S+1: 1
Lowest unoccupied orbital energy: -2.963 eV

Positions of all 90 atoms, in Å:
Ga1 0.63458 0.56491 0.28620
C1 -1.19242 -3.48035 -0.73494
C2 -0.26693 -2.97281 0.38057
Ge1 -1.27755 -2.11783 1.81114
C3 -1.88368 -3.35855 3.15986
C4 -2.84153 -4.39662 2.56087
C5 -2.76636 -1.03503 1.19627
C6 -2.98796 0.19882 0.72011
Ge2 -1.60735 1.60898 0.58842
C7 -1.43204 2.67440 -1.07857
C8 -2.21844 3.98223 -1.19856
C9 -1.47359 2.70708 2.20201
C10 -2.66847 3.59909 2.55353
C11 -4.37963 0.62739 0.36641
C12 -5.41234 -0.29416 0.16409
C13 -6.70075 0.12515 -0.11213
C14 -6.99793 1.47999 -0.19986
C15 -5.98610 2.40772 -0.02436
C16 -4.69562 1.97628 0.24724
H1 -0.63863 -4.08542 -1.45338
H2 -1.66627 -2.66552 -1.27869
H3 -1.99562 -4.10323 -0.33939
H4 0.49264 -2.29212 -0.00591
H5 0.26934 -3.81151 0.82950
H6 -2.35459 -2.80079 3.96956
H7 -0.99641 -3.83245 3.57785
H8 -3.75830 -3.94347 2.17965
H9 -3.13212 -5.12050 3.32153
H10 -2.37941 -4.95618 1.74641
H11 -3.66219 -1.65082 1.30278
H12 -1.62845 2.03159 -1.93604
H13 -0.36324 2.91025 -1.10253
H14 -3.28586 3.81260 -1.31696
H15 -1.88222 4.53258 -2.07840
H16 -2.06526 4.63133 -0.33675
H17 -0.56324 3.30153 2.09095
H18 -1.29936 2.00690 3.01747
H19 -2.85931 4.36379 1.80167
H20 -2.47066 4.11240 3.49531
H21 -3.58109 3.01901 2.68613
H22 -5.21682 -1.35755 0.19991
H23 -7.48028 -0.60992 -0.26200
H24 -8.00851 1.80496 -0.40629
H25 -6.19724 3.46679 -0.09226
H26 -3.93194 2.72661 0.39014
F1 1.22903 1.28731 3.35569
C17 0.75125 0.49097 4.33360
F2 -0.31387 1.10642 4.86979
F3 1.67830 0.36812 5.26454
C18 0.28759 -0.88630 3.80518
O1 0.22561 -1.81827 4.54594
O2 -0.08870 -0.83955 2.53538
C19 -0.54360 -0.64280 -3.62159
C20 -0.44479 -0.38230 -2.27396
N1 0.68609 0.08635 -1.72410
C21 1.75336 0.28872 -2.49536
C22 1.74067 0.06132 -3.86258
C23 0.56047 -0.39792 -4.42867
C24 2.93296 0.37643 -4.67483
C25 4.16546 -0.08412 -4.49073
C26 4.59809 -1.14334 -3.55931
C27 5.95015 -1.40751 -3.39098
C28 6.28970 -2.48756 -2.59501
N2 5.37455 -3.24792 -2.00026
C29 4.11020 -2.89179 -2.20301
N3 3.66989 -1.88536 -2.94515
H27 -1.46978 -1.01407 -4.03609
H28 -1.28773 -0.51189 -1.60495
H29 2.65017 0.66119 -2.01874
H30 0.50773 -0.58363 -5.49414
H31 2.76620 1.07154 -5.49143
H32 4.94601 0.29713 -5.13897
H33 6.70563 -0.80217 -3.87198
H34 7.32627 -2.76044 -2.43532
H35 3.35478 -3.49323 -1.70985
F4 4.33476 -2.57922 0.63316
C30 4.73403 -1.34098 0.87001
F5 5.67848 -1.32955 1.78759
F6 5.17166 -0.78297 -0.24699
S1 3.29365 -0.38266 1.52741
O3 2.27465 -0.58285 0.43915
O4 3.00347 -0.92871 2.80368
N4 3.71971 1.12058 1.57594
S2 3.39658 2.09249 0.37552
O5 4.22684 1.99828 -0.77869
O6 1.93054 2.13256 0.08091
C31 3.68803 3.71326 1.21527
F7 3.43854 4.66087 0.32508
F8 4.93954 3.77715 1.61812
F9 2.86700 3.82889 2.24214

---

# 2
This record from the OMol25 dataset describes the molecule C13H10BrF2N3O4S in a non-equilibrium geometry. The level of theory is ωB97M-V/def2-TZVPD.

## Properties
2S+1: 1
SMILES string: NS(=O)(=O)Oc1ccc(NC(=O)Nc2c(F)cc(F)cc2Br)cc1
Lowest unoccupied orbital energy: 0.290 eV

Positions of all 34 atoms, in Å:
O1 -2.63896 0.85844 -0.90119
O2 5.31858 -1.07929 -4.58077
O3 4.07778 -1.93826 -2.66980
F1 -1.84026 -0.47322 6.60299
F2 -1.06855 2.28216 2.72394
Br1 -4.76069 -1.41832 2.24816
O4 3.18595 0.34942 -3.79881
C1 -2.08727 0.73571 0.17497
C2 -1.45720 0.92860 4.64854
C3 -3.08995 -0.86340 4.57404
C4 2.52834 0.99714 -1.59662
C5 0.98044 -0.22514 -3.04167
C6 1.52122 1.06671 -0.61532
C7 -0.00526 -0.10592 -2.03467
C8 -2.14528 -0.14306 5.31602
C9 -1.69012 1.24701 3.31053
C10 -3.34758 -0.50116 3.24546
C11 2.25306 0.34274 -2.80462
C12 0.23361 0.53796 -0.80418
C13 -2.63673 0.50515 2.59049
N1 -0.68368 0.60486 0.27205
N2 -2.91593 0.85266 1.27143
N3 3.11682 -1.96929 -4.91001
S1 4.02447 -1.11393 -3.87311
H1 -0.71703 1.48353 5.18911
H2 -3.63867 -1.69691 5.01838
H3 3.44851 1.51080 -1.41422
H4 0.71008 -0.64921 -3.99635
H5 1.75008 1.58955 0.32754
H6 -1.00843 -0.49177 -2.20862
H7 -0.30903 0.80458 1.17354
H8 -3.89302 0.75773 0.98559
H9 3.55064 -1.84948 -5.83350
H10 3.23406 -2.93634 -4.58932

---

# 3
This record from the OMol25 dataset describes an isolated ion of composition C5H11N2S2 and charge +1 in a non-equilibrium geometry. The level of theory is ωB97M-V/def2-TZVPD.

## Properties
Charge: +1
2S+1: 3
Lowest unoccupied orbital energy (spin up / spin down): -3.144 / -6.295 eV

Positions of all 20 atoms, in Å:
C1 3.18182 -0.91497 0.83434
C2 0.29148 -0.71050 -1.17543
C3 -2.83303 0.39250 -0.18753
C4 1.95569 -0.73480 0.48919
C5 -0.11179 1.86577 -0.12684
N1 1.57790 -0.47232 -0.83639
N2 -2.66311 -0.05352 1.05410
S1 1.31265 2.33429 -0.50758
S2 -1.06775 0.85865 -1.25119
H1 3.42845 -1.02629 1.93055
H2 4.01636 -0.56320 0.26792
H3 0.27669 -0.74705 -2.18923
H4 -0.06329 -1.49082 -0.63147
H5 -3.29741 -0.38431 -0.83766
H6 -3.40539 1.27035 -0.40132
H7 1.17286 -1.10260 1.13607
H8 -0.50373 2.01185 0.91188
H9 2.23165 -0.06218 -1.47838
H10 -2.66279 -1.06125 1.14666
H11 -2.83726 0.59039 1.85228

---

# 4
This record from the OMol25 dataset describes an isolated ion of composition C4H5N2O3 and charge -1 in a non-equilibrium geometry. The level of theory is ωB97M-V/def2-TZVPD.

## Properties
Charge: -1
2S+1: 1
SMILES string: CO[C@@H]1C=[N+]([O-])N=C1[O-]
Lowest unoccupied orbital energy: 3.859 eV

Positions of all 14 atoms, in Å:
C1 1.14186 -0.30171 -0.32063
C2 2.30105 -1.06770 0.11147
C3 1.86407 1.17723 -0.29711
C4 -0.23424 0.54374 1.36582
N1 3.17976 0.95954 -0.13363
N2 3.40635 -0.33613 0.16190
O1 1.35921 2.23832 -0.65892
O2 4.52857 -0.81712 0.40489
O3 -0.08214 -0.44106 0.32280
H1 0.93355 -0.41144 -1.41528
H2 2.25756 -2.20081 0.20842
H3 0.56660 0.26381 2.02859
H4 -1.28702 0.41813 1.77095
H5 -0.14766 1.61479 0.89540

---

# 5
This record from the OMol25 dataset describes an isolated ion of composition C2H5N2Si and charge +1 in a non-equilibrium geometry. The level of theory is ωB97M-V/def2-TZVPD.

## Properties
Charge: +1
2S+1: 1
SMILES string: C1=NC=[NH+][SiH2]1
Lowest unoccupied orbital energy: -6.193 eV

Positions of all 10 atoms, in Å:
C1 0.37114 -1.28985 0.01436
C2 1.13129 0.74726 -0.02975
N1 1.42451 -0.57163 -0.11122
N2 -0.12891 1.08709 -0.02186
Si1 -1.24457 -0.38245 -0.05412
H1 0.46701 -2.37486 -0.15263
H2 2.07020 1.21479 0.22619
H3 -0.45950 2.00774 0.13855
H4 -2.12733 -0.40360 -1.35610
H5 -1.50385 -0.03449 1.34661

---

# 6
This record from the OMol25 dataset describes a 2-piece molecular cluster, C15H8Cl4NO2 overall in a non-equilibrium geometry. The level of theory is ωB97M-V/def2-TZVPD.

## Properties
Charge: -1
2S+1: 1
Lowest unoccupied orbital energy: 0.795 eV

Positions of all 30 atoms, in Å:
Cl1 -3.38236 -3.07026 -1.50441
C1 -2.64705 -2.34128 -0.14433
C2 -1.50426 -1.57533 -0.30816
Cl2 -0.93617 -1.08947 -1.84184
C3 -0.59136 -1.39137 0.81832
O1 0.63373 -1.56758 0.76922
C4 -1.31699 -1.22956 2.17325
O2 -0.89561 -0.46372 3.03934
C5 -2.52209 -2.04872 2.29636
Cl3 -3.13586 -2.19670 3.87427
C6 -3.16077 -2.57715 1.18100
Cl4 -4.59564 -3.48429 1.36683
C7 -0.76744 1.92410 0.78407
C8 0.49985 1.16702 0.69273
C9 1.18831 0.94456 1.90158
N1 1.84367 0.87770 2.87704
C10 1.27437 1.11447 -0.51374
C11 0.88909 1.77751 -1.71868
C12 1.74606 1.80361 -2.81760
C13 2.96370 1.11316 -2.78530
C14 3.29843 0.35240 -1.66228
C15 2.46891 0.34213 -0.54471
H1 -1.21897 2.14786 -0.18550
H2 -1.47971 1.35272 1.39632
H3 -0.57922 2.87087 1.32104
H4 -0.08534 2.26493 -1.77452
H5 1.45435 2.36396 -3.70276
H6 3.62832 1.14507 -3.64609
H7 4.21831 -0.23047 -1.64819
H8 2.71173 -0.29617 0.30673

---

Q: Which formula does entry 5 have?
A: C2H5N2Si